Entry from the OMol25 dataset: 2 unconnected molecules or ions with the total composition C4H3Cl3FN2O5S3 in a non-equilibrium geometry (wB97M-V/def2-TZVPD).

Each atom is followed by the atoms it is bonded to, with distances in Å.
Element x y z (Å)
1 O 4.263 -1.562 0.654  C2 1.237
2 C 3.449 -1.002 1.398  O1 1.237, F3 1.448, C4 1.600
3 F 3.960 -0.365 2.594  C2 1.448
4 C 1.867 -0.942 1.171  C2 1.600, S5 1.856, H15 1.158, H16 1.158
5 S 1.349 -0.277 -0.482  C4 1.856, O6 1.530, O7 1.528, N8 1.715
6 O 1.783 -1.328 -1.506  S5 1.530
7 O 2.126 0.985 -0.855  S5 1.528
8 N -0.344 -0.088 -0.681  S5 1.715, S9 1.708
9 S -1.152 0.170 0.802  N8 1.708, O10 1.526, O11 1.517, N12 1.742
10 O -2.600 0.492 0.444  S9 1.526
11 O -0.618 1.332 1.617  S9 1.517
12 N -1.210 -1.225 1.845  S9 1.742, C13 1.297
13 C -1.339 -2.281 1.104  N12 1.297, S14 1.652
14 S -1.518 -3.751 0.372  C13 1.652
15 H 1.486 -2.034 1.220  C4 1.158
16 H 1.387 -0.393 2.071  C4 1.158
17 C -2.583 2.547 -2.422  Cl18 1.768, Cl19 1.771, Cl20 1.770, H21 1.088
18 Cl -1.154 2.701 -1.392  C17 1.768
19 Cl -2.466 1.101 -3.436  C17 1.771
20 Cl -4.059 2.504 -1.445  C17 1.770
21 H -2.631 3.418 -3.073  C17 1.088

Calculated values
Net charge ... -1
LUMO level ... 1.6 eV
M ... 380.63 g/mol
Kohn-Sham gap ... 0.2914 Eh
E_HOMO ... -0.2319 Eh


Entry from the OMol25 dataset: 2 unconnected molecules or ions with the total composition C4H3ClN2O2 in a non-equilibrium geometry (wB97M-V/def2-TZVPD).

Each atom is followed by the atoms it is bonded to, with distances in Å.
Element x y z (Å)
1 C 2.090 0.119 -0.331  C2 1.404, H7 1.185, H8 1.058, H9 1.112
2 C 0.744 0.489 -0.469  C1 1.404, C3 1.209
3 C -0.340 1.024 -0.500  C2 1.209, N4 1.391
4 N -1.691 1.356 -0.498  C3 1.391, O5 1.198, O6 1.213
5 O -1.844 2.499 -0.171  N4 1.198
6 O -2.609 0.584 -0.678  N4 1.213
7 H 2.489 -0.757 -1.023  C1 1.185
8 H 2.291 -0.249 0.640  C1 1.058
9 H 2.869 0.908 -0.417  C1 1.112
10 N -0.216 -2.611 0.806  C11 1.153
11 C -1.211 -2.109 1.101  N10 1.153, Cl12 1.666
12 Cl -2.572 -1.253 1.539  C11 1.666

Calculated values
LUMO level ... -0.6 eV
SMILES ... CC#C[N+](=O)[O-].N#CCl
M ... 146.53 g/mol
Kohn-Sham gap ... 0.3656 Eh
E_HOMO ... -0.3883 Eh